1.
132
Properties=species:S:1:pos:R:3:forces:R:3 method="wB97M-V/def2-TZVPD" total_charge=0 smiles=COC[C@H](C)N.COC[C@H](C)N.COC[C@H](C)N.COC[C@H](C)N.COC[C@H](C)N.COC[C@H](C)N.OCCO.OCCO.OCCO fmax_ev_per_a=2.9 relative_energy_kcal_mol=226.42
C -11.691797 21.559736 -1.224261 -0.136 0.204 -0.424
C -11.099514 22.977789 -1.179760 -0.553 -1.085 -0.850
C -11.237508 23.740223 -2.509627 1.371 -0.453 -0.131
O -10.457542 24.953870 -2.447994 -2.378 0.194 0.425
C -9.110249 24.825551 -2.750255 -0.027 -0.238 0.032
N -11.532272 23.712184 -0.019289 0.716 0.985 -0.044
H -12.545578 21.475944 -1.896674 -0.281 0.151 0.080
H -11.998625 21.259348 -0.222397 0.102 -0.061 -0.082
H -10.959815 20.857280 -1.622850 0.057 -0.068 0.159
H -10.032053 22.797942 -1.052178 0.168 0.336 0.223
H -12.267268 23.843217 -2.851811 -0.224 1.021 0.601
H -10.842300 23.161849 -3.344728 0.448 -0.511 0.003
H -9.038680 24.441344 -3.767785 0.596 0.014 -0.156
H -8.615533 24.166442 -2.036866 0.302 -0.249 -0.061
H -8.673962 25.818057 -2.637658 0.078 -0.062 -0.315
H -12.459688 24.109911 0.023330 -0.697 -0.689 -0.592
H -10.997920 24.565871 -0.095432 0.403 0.491 0.481
C -4.370459 23.893375 -2.813434 -0.068 -0.602 -1.003
C -3.708455 25.256070 -2.926171 -0.606 0.344 -0.104
C -3.649368 25.856534 -4.380756 0.362 -1.442 -0.118
O -3.044512 24.921933 -5.309608 -0.337 0.786 1.258
C -3.023942 25.504159 -6.593318 0.703 -1.036 -0.109
N -4.514107 26.201349 -2.112347 0.453 0.650 -0.243
H -3.921988 23.127062 -3.445686 0.452 0.169 -0.005
H -5.389899 23.929914 -3.197499 -0.225 0.311 0.202
H -4.395734 23.475386 -1.807088 0.077 0.354 0.155
H -2.728682 25.259276 -2.448540 0.420 -0.412 -0.555
H -3.088092 26.786670 -4.469697 0.206 0.223 0.604
H -4.642176 26.094023 -4.762891 -0.472 -0.126 0.338
H -4.016510 25.450289 -7.040555 -0.052 0.360 -0.163
H -2.332313 24.878110 -7.157059 -0.171 -0.017 -0.286
H -2.590525 26.504281 -6.596205 -0.295 0.258 0.089
H -4.598753 25.906710 -1.149991 -0.227 -0.642 0.090
H -3.895494 26.991687 -1.999269 0.083 0.688 0.043
C -11.448890 28.138750 -2.589058 -0.350 -0.498 -0.863
C -11.390444 29.538028 -3.153319 0.537 0.752 1.123
C -11.930295 29.705532 -4.572128 -0.294 -0.508 0.737
O -11.210006 28.814216 -5.413313 0.543 1.073 0.364
C -11.365794 29.122753 -6.792101 -0.778 -0.338 0.570
N -12.072711 30.420710 -2.185559 -0.627 0.971 -1.412
H -12.473761 27.772970 -2.651841 -0.336 0.118 0.163
H -11.199580 28.208677 -1.530258 0.347 -0.487 -0.177
H -10.908713 27.393479 -3.172895 0.502 0.062 0.381
H -10.362690 29.896387 -3.211692 0.340 -0.156 0.138
H -11.911246 30.730725 -4.941884 0.536 0.213 0.132
H -12.995145 29.480937 -4.511031 -0.455 -0.483 -0.376
H -11.551125 30.178091 -6.992182 -0.002 0.238 0.266
H -12.275862 28.568656 -7.021987 0.151 -0.028 -1.170
H -10.470531 28.861956 -7.356537 -0.199 -0.485 0.114
H -11.811465 30.385884 -1.210551 0.348 -0.425 -0.221
H -13.068355 30.266506 -2.256327 -0.158 0.046 0.233
C -6.014046 28.537043 2.739811 0.100 0.375 1.741
C -5.838721 30.057536 2.823330 0.811 0.553 -2.708
C -4.406157 30.510964 2.354987 0.278 -0.673 0.590
O -4.078709 31.837531 2.788908 1.114 -0.207 -0.713
C -2.793135 32.266775 2.224897 -1.417 -0.393 0.401
N -6.795450 30.624837 1.884152 -0.937 0.956 0.571
H -5.832291 28.075587 1.769176 0.209 0.290 -0.006
H -7.025688 28.289656 3.061501 -0.213 0.105 -0.308
H -5.404552 28.113902 3.538296 0.390 -0.475 -0.300
H -6.007152 30.486599 3.811078 0.002 -0.350 0.162
H -4.222633 30.408919 1.285404 -0.933 0.435 -0.666
H -3.682401 29.750204 2.647442 0.589 0.070 1.189
H -2.601437 33.313578 2.460589 -0.245 -0.149 0.401
H -2.827088 32.216807 1.136569 -0.039 -0.256 -0.207
H -1.990480 31.633594 2.602937 0.090 -0.014 0.021
H -6.739595 30.210084 0.964944 0.158 -0.543 0.354
H -6.522209 31.569093 1.652164 -0.070 0.329 0.426
C -11.475553 25.701147 4.491806 0.106 0.523 1.556
C -11.282659 25.474397 3.030385 -1.523 -0.381 -0.164
C -10.300023 26.464596 2.483413 -0.213 0.377 -0.788
O -10.171245 26.253009 1.051640 0.319 1.294 1.482
C -9.281599 27.173724 0.389705 0.385 -1.777 0.171
N -10.993648 24.078140 2.766559 0.723 0.233 0.392
H -10.535121 25.615361 5.036162 0.254 -0.009 0.051
H -12.162539 25.036034 5.015035 -0.044 -0.364 -0.558
H -11.865181 26.695634 4.709284 0.117 0.252 -0.150
H -12.264066 25.668524 2.597646 -0.099 0.113 -0.452
H -9.388756 26.390317 3.076850 0.791 -0.411 -0.517
H -10.623821 27.481589 2.704680 -0.346 0.264 -0.296
H -9.129350 26.590456 -0.518434 0.197 0.841 -0.494
H -8.322760 27.225450 0.905505 0.146 -0.064 0.225
H -9.581087 28.209573 0.230227 -0.718 -0.124 0.037
H -10.976666 23.917342 1.769592 -0.330 -0.255 -0.234
H -10.023973 23.967642 3.026598 0.392 -0.465 0.384
C -4.849979 28.320677 -7.396563 -0.362 0.153 -0.645
C -5.414881 29.719169 -7.164842 0.476 -0.634 1.694
C -6.732808 29.648777 -6.326552 0.736 0.002 -2.231
O -7.043855 31.004859 -6.018526 -0.973 0.148 0.928
C -8.446562 31.305191 -5.948010 -0.185 -1.339 -0.515
N -4.424084 30.474364 -6.405792 0.102 0.786 -0.269
H -5.487827 27.782599 -8.097797 -0.071 -0.226 0.004
H -4.765305 27.726200 -6.486882 -0.074 0.208 0.133
H -3.863222 28.390144 -7.854366 0.039 0.060 0.068
H -5.517470 30.247935 -8.112454 -0.514 -0.109 -0.041
H -6.589603 28.917705 -5.530850 0.082 0.677 0.854
H -7.472350 29.156308 -6.957936 -0.636 0.376 -0.238
H -8.997295 30.514193 -5.438965 0.087 -0.206 0.380
H -8.859927 31.278975 -6.956249 -0.021 0.299 -0.283
H -8.749683 32.237336 -5.471241 0.911 0.177 0.008
H -4.180790 30.056310 -5.519151 0.106 -0.526 -0.198
H -4.888068 31.323210 -6.115482 0.061 0.465 -0.163
C -7.176391 28.266759 -2.462855 -0.751 1.097 1.102
C -7.136691 29.648764 -1.770664 0.947 -0.101 -0.179
O -6.320803 29.585128 -0.595505 -0.374 -0.094 -0.682
O -6.078328 28.097565 -3.298376 0.151 1.103 -1.288
H -8.145718 28.209293 -2.958034 0.088 -0.418 -0.516
H -7.062546 27.480113 -1.716992 -0.739 0.060 0.408
H -8.071108 30.162344 -1.544390 -0.349 -0.762 0.507
H -6.688661 30.366699 -2.457644 0.287 -0.062 -0.467
H -5.431878 29.356160 -0.876567 0.399 -0.095 0.020
H -5.507232 27.468872 -2.850962 0.424 -1.098 0.126
C -8.824128 32.924057 0.561867 0.516 -0.954 -1.297
C -7.664343 33.489169 -0.296066 -0.593 -0.669 -0.078
O -6.432849 32.853563 0.070102 -0.460 0.632 0.127
O -10.094315 33.483694 0.233706 0.509 1.048 0.605
H -8.528713 32.951889 1.610704 -0.676 0.232 0.047
H -8.980771 31.895716 0.236159 0.832 -0.513 0.600
H -7.654431 34.578126 -0.249320 0.299 0.140 0.236
H -7.866948 33.194388 -1.325709 -0.216 0.204 -0.339
H -5.790612 33.037185 -0.619405 0.049 0.033 0.018
H -10.054519 33.638435 -0.712902 -0.328 0.057 -0.165
C -2.380998 29.717380 -1.835722 1.150 0.157 1.175
C -3.082960 30.459105 -2.913017 -0.014 -1.151 -0.802
O -3.514794 29.536771 -3.882773 -0.335 -0.142 -0.234
O -3.151974 28.733871 -1.129521 -0.959 0.627 -0.412
H -2.074437 30.550197 -1.202841 0.398 -0.275 0.806
H -1.502834 29.184787 -2.200773 0.125 0.349 -0.359
H -2.339866 31.061078 -3.436040 0.029 0.352 0.327
H -3.881623 31.092147 -2.526392 -0.180 0.045 -0.001
H -4.383023 29.212756 -3.632222 -0.602 -0.351 0.064
H -2.639059 28.341117 -0.419405 0.214 0.225 0.029

=====

2.
11
Properties=species:S:1:pos:R:3:forces:R:3 method="wB97M-V/def2-TZVPD" total_charge=0 fmax_ev_per_a=3.1 relative_energy_kcal_mol=120.81
C 1.814427 -0.342416 1.073593 -1.843 0.396 1.441
C -2.147811 -0.113959 -0.705369 0.634 0.972 -0.931
N 1.051379 -0.701088 -0.128715 1.313 2.436 -1.394
O -0.070623 -1.245942 -0.086014 -0.839 -1.106 0.253
H 1.430775 -0.943318 1.958912 0.337 0.689 -1.274
H 2.798823 -0.647321 0.865635 1.504 -0.082 0.022
H 1.763600 0.761186 1.357810 0.008 -1.320 -0.560
H -2.569956 -0.608068 -1.548058 -0.559 -0.693 -0.084
H -1.364692 0.566442 -1.047395 -0.366 0.038 0.778
H -2.556934 -0.151925 0.280573 -0.003 0.069 0.210
H 1.222133 -0.046956 -0.976031 -0.186 -1.399 1.540

=====

3.
8
Properties=species:S:1:pos:R:3:forces:R:3 method="wB97M-V/def2-TZVPD" total_charge=0 smiles=OO.N fmax_ev_per_a=0.7 relative_energy_kcal_mol=25.86
H 0.154330 0.802797 -2.363263 0.178 0.479 -0.263
H -0.777548 -0.405930 -1.937815 0.137 -0.195 0.165
H 0.613440 -0.105653 -1.126687 0.027 -0.098 0.432
H -0.736073 -0.855285 1.261445 0.028 0.066 -0.067
H 0.185104 0.853069 2.677070 0.060 -0.029 0.120
N 0.198977 -0.146643 -2.041107 -0.350 -0.185 -0.387
O -0.130699 -0.115364 1.108796 0.212 -0.146 0.598
O 0.492469 -0.026990 2.421560 -0.293 0.108 -0.598

=====

4.
9
Properties=species:S:1:pos:R:3:forces:R:3 method="wB97M-V/def2-TZVPD" total_charge=0 smiles=c1cn[nH]c1 fmax_ev_per_a=7.3 relative_energy_kcal_mol=62.49
C -0.302618 -0.790136 -0.779267 2.995 3.908 5.327
C 0.471959 0.392808 -1.094084 0.505 -0.701 0.346
C -0.289523 -0.657811 0.661842 -3.889 0.005 -0.390
H -0.882559 -1.499187 -1.208324 -1.059 -1.936 -1.893
H 1.129009 0.717412 -1.851499 -0.313 -0.237 -2.022
H -0.102215 1.275507 1.954530 2.004 -3.483 -3.903
H -1.130402 -1.123866 1.362387 2.473 0.843 -1.353
N 0.804334 1.150923 -0.063720 -0.570 -0.171 0.755
N 0.302016 0.534351 1.018134 -2.147 1.772 3.134